# 1
87
Properties=species:S:1:pos:R:3:forces:R:3 method="wB97M-V/def2-TZVPD" energy_ha=-1486.9820 smiles=COC[C@H](C)N.COC[C@H](C)N.COC[C@H](C)N.CCO.CCO.CCO.CCO lumo_energy_ev=0.32 multiplicity=1 homo_ev=-9.73 e_above_lowest_ev=2.145
C -0.24588 -4.12181 -2.59529 0.16 -1.27 1.47
O 0.78859 -5.08019 -2.33523 0.13 1.06 -0.16
C 1.79514 -4.55043 -1.47532 -0.43 -0.65 -0.16
C 2.86144 -5.62696 -1.37362 1.10 0.53 0.53
C 2.47996 -6.74980 -0.45104 -1.12 -0.99 0.52
N 4.07562 -4.93377 -0.85951 0.53 -0.59 -1.06
H -0.76939 -4.05372 -1.63533 -0.42 0.40 -0.23
H -0.91214 -4.57694 -3.32039 0.02 0.29 -0.24
H 0.11868 -3.12792 -2.85311 0.16 -0.08 -0.42
H 2.15451 -3.58456 -1.84418 0.37 -0.22 -0.42
H 1.45819 -4.30826 -0.45544 -0.46 -0.25 -0.05
H 3.00582 -6.09140 -2.35650 0.05 0.32 -0.11
H 2.28945 -6.49227 0.59542 0.02 0.56 -0.18
H 3.16108 -7.60176 -0.37383 0.41 0.30 -0.47
H 1.55047 -7.18383 -0.83901 0.01 0.04 0.13
H 4.47341 -4.44274 -1.66559 -0.23 0.35 0.32
H 4.80108 -5.64284 -0.72847 -0.27 0.02 0.42
C -5.51331 1.27633 -0.55858 0.30 0.07 -1.22
O -5.03696 1.93701 0.57662 0.48 0.00 0.14
C -4.35490 1.05680 1.44505 -1.09 -0.38 0.53
C -3.86795 1.74400 2.71857 1.26 0.25 -0.26
C -2.90135 2.89348 2.38480 -1.61 0.47 0.57
N -3.14262 0.78062 3.55027 -0.58 -0.25 0.15
H -5.94476 2.00889 -1.24186 -0.14 0.12 0.27
H -6.25871 0.49003 -0.39519 0.00 0.06 0.49
H -4.68901 0.82898 -1.13423 0.05 -0.13 0.19
H -5.07315 0.24788 1.65397 0.06 -0.04 0.53
H -3.50045 0.50200 1.02876 0.17 0.55 -0.57
H -4.64813 2.15923 3.35849 -0.37 -0.13 -0.38
H -2.03807 2.54193 1.82853 0.07 0.22 -0.11
H -2.67495 3.41149 3.31646 0.71 -0.37 0.05
H -3.46702 3.67313 1.86737 0.29 -0.27 -0.64
H -2.30063 0.44132 3.09400 -0.06 -0.02 -0.02
H -3.77269 -0.00641 3.69769 0.42 -0.10 0.18
C 1.16264 -0.83011 -1.59000 0.62 0.35 -0.01
O 1.35339 0.32136 -0.77890 -0.57 0.03 0.09
C 0.58080 0.39605 0.39214 -0.71 -0.95 0.34
C 1.22117 1.34072 1.35719 1.24 2.28 0.81
C 2.74230 1.21640 1.62833 -1.45 -0.55 -0.12
N 0.52274 1.36918 2.66426 -1.23 0.25 -0.44
H 0.99824 -0.48407 -2.61044 0.12 -0.13 -0.11
H 0.34244 -1.50569 -1.34067 -0.15 0.34 0.48
H 2.09944 -1.38227 -1.50421 -0.07 -0.29 -0.38
H -0.44689 0.75062 0.20584 0.07 0.20 -0.32
H 0.39685 -0.59313 0.83979 0.53 -0.07 0.06
H 1.08435 2.34989 0.93604 0.15 -0.15 -0.43
H 3.05792 2.13585 2.11702 0.18 -0.06 0.07
H 3.29573 1.06599 0.70616 0.10 -0.11 0.07
H 2.82164 0.37412 2.31764 0.57 -0.03 -0.06
H -0.37353 1.81548 2.44189 -0.17 -0.69 0.17
H 0.85783 2.12342 3.26304 0.86 -0.34 -0.13
C -2.64281 -1.98337 -0.54475 0.51 0.58 -0.86
C -3.80254 -2.35785 0.36559 0.71 -0.36 -0.64
O -4.15951 -3.72740 0.17888 0.03 0.10 0.30
H -2.30418 -0.94370 -0.45699 -0.34 0.04 0.32
H -2.93587 -2.07782 -1.59468 -0.13 -0.16 0.07
H -1.71656 -2.55658 -0.45407 -0.32 -0.33 0.47
H -4.67079 -1.78822 0.04087 -0.08 0.14 0.40
H -3.52626 -2.16132 1.40375 -0.35 0.13 0.10
H -3.56870 -4.25555 0.72478 -0.04 -0.09 -0.11
C -2.27971 3.46707 6.00557 -0.77 -1.36 -0.14
C -0.78788 3.32887 5.82614 0.26 2.31 -0.22
O -0.24778 4.68576 5.94822 0.01 -0.25 0.14
H -2.79435 4.26392 5.47009 0.70 0.51 0.05
H -2.54152 3.51434 7.06128 -0.04 0.15 -0.01
H -2.77119 2.58463 5.57016 0.18 -0.18 0.38
H -0.52438 3.02675 4.80886 -0.09 -0.61 0.26
H -0.31526 2.74799 6.61707 -0.23 -0.54 -0.32
H 0.63897 4.64358 6.31933 -0.06 -0.04 -0.08
C 4.70483 2.62152 -2.86253 0.13 0.54 -0.75
C 4.83893 3.07360 -1.44015 -1.46 -1.29 1.64
O 5.34230 4.36565 -1.19211 0.56 -0.16 -0.49
H 4.15004 1.68329 -2.83464 -0.08 0.03 -0.18
H 5.62500 2.45448 -3.42737 0.23 -0.04 0.43
H 4.16872 3.36964 -3.45378 -0.28 -0.15 0.10
H 5.27016 2.25561 -0.83499 1.16 0.49 -0.25
H 3.84580 2.96958 -0.96677 -0.27 0.55 -0.54
H 4.79015 4.78724 -0.53427 -0.03 0.02 0.06
C 2.06735 0.97447 -5.40558 1.19 -1.32 0.02
C 1.23703 2.21792 -5.47795 -0.92 0.16 0.57
O 0.01717 1.96825 -6.19255 0.32 0.08 -0.01
H 3.03871 1.05885 -4.90734 -0.05 0.62 -0.10
H 2.28510 0.53713 -6.38371 -0.09 0.39 -0.18
H 1.64462 0.12326 -4.85708 -0.67 0.40 0.08
H 1.73420 3.06488 -5.95048 0.06 -0.27 -0.29
H 0.95593 2.57601 -4.47679 0.27 -0.12 0.03
H -0.38412 1.20623 -5.76138 -0.11 0.06 -0.12


# 2
102
Properties=species:S:1:pos:R:3:forces:R:3 method="wB97M-V/def2-TZVPD" energy_ha=-2224.2585 lumo_energy_ev=-2.48 multiplicity=1 total_charge=+1 homo_ev=-10.27
C 3.24149 5.99039 1.41101 0.04 0.06 -0.28
C 3.45392 4.97625 0.29319 0.25 0.33 0.01
O 3.73821 3.67395 0.76493 -0.11 -0.16 0.03
C 2.58174 2.95531 1.18102 0.24 0.19 -0.40
C 1.91490 2.24093 -0.02180 0.34 0.65 0.46
N 1.92703 0.78601 0.05385 -0.50 -0.11 -0.55
C 2.88382 0.23929 -0.80244 0.91 0.32 0.36
O 2.46715 0.37591 -2.24510 -0.33 -0.50 -0.40
N 3.07293 -0.59465 -3.02418 0.09 0.00 0.86
O 2.27988 -1.21491 -3.63744 -0.15 0.25 -0.48
C 0.77778 -0.05509 0.49567 0.47 -0.75 0.52
C 1.15962 -0.86136 1.81080 0.13 0.11 0.09
C 2.39747 -0.44308 2.56387 0.08 0.04 0.24
C 2.27408 0.21834 3.78285 -0.08 0.02 -0.04
C 3.38184 0.60163 4.52531 -0.08 0.06 -0.06
C 4.65846 0.32276 4.06417 -0.21 0.03 0.14
C 4.80259 -0.37154 2.87180 0.15 0.15 0.13
C 3.68917 -0.75365 2.14511 0.00 -0.05 -0.24
C 0.53825 -1.11063 -0.61804 -0.67 0.21 0.12
C -0.64471 -2.08162 -0.71220 -0.14 -0.59 -0.45
C -1.92843 -1.54718 -1.35620 -0.03 -0.18 0.20
O -0.95884 -2.83062 0.46625 -0.08 0.23 0.13
C -0.50570 0.76051 0.79778 -0.36 0.18 0.01
O -1.44826 -0.18007 1.30078 0.12 -0.20 -0.13
C -0.32358 1.80937 1.91106 -0.07 0.55 -0.12
C -1.57692 1.99610 2.74598 -0.05 0.13 0.22
O -2.64395 2.29712 2.26019 0.11 -0.28 -0.07
C -1.43471 1.80841 4.22195 -0.06 0.05 -0.07
C -0.43098 2.44450 4.94498 0.09 -0.14 -0.11
C -0.34863 2.25871 6.31334 0.07 0.10 0.18
C -1.25795 1.43874 6.96015 -0.26 -0.17 0.07
C -2.26523 0.81127 6.24166 -0.02 -0.02 -0.13
C -2.35599 1.00000 4.87312 -0.06 0.09 0.00
O -0.96406 1.25095 -0.43857 0.25 0.00 0.36
C -1.66399 2.47608 -0.63452 -0.34 0.53 -1.07
N -1.14118 3.03939 -1.86969 0.02 -0.13 0.30
C -3.16650 2.23793 -0.75436 0.03 1.02 -0.16
C -3.88499 3.58742 -0.82911 -0.65 -1.31 -0.42
C -5.21501 3.65518 -0.18063 1.67 2.26 2.06
O -3.91578 4.31516 0.33188 -0.06 0.11 -0.18
H 2.22775 5.98281 1.80688 0.01 -0.07 0.17
H 3.96739 5.82066 2.20310 -0.05 -0.06 0.11
H 3.42988 6.98621 1.00900 -0.10 0.08 0.02
H 4.32548 5.28540 -0.28268 0.07 -0.13 -0.04
H 2.60375 4.98679 -0.39943 -0.06 -0.13 -0.01
H 1.88284 3.66538 1.63123 -0.03 -0.11 0.28
H 2.93135 2.23151 1.91435 -0.16 -0.05 0.11
H 2.51785 2.55257 -0.87449 -0.05 -0.17 -0.16
H 0.94014 2.67150 -0.21432 -0.21 -0.35 -0.13
H 3.82820 0.77281 -0.69763 -0.04 0.16 -0.10
H 3.10371 -0.80534 -0.62536 -0.27 -0.11 -0.04
H 1.25548 -1.91437 1.55125 0.03 -0.02 -0.10
H 0.33387 -0.83380 2.51767 -0.16 0.00 -0.10
H 1.28589 0.43412 4.16954 -0.06 -0.02 0.06
H 3.22256 1.12262 5.45978 0.10 0.00 0.07
H 5.51755 0.62539 4.64502 0.10 0.00 -0.04
H 5.79735 -0.60126 2.51618 0.01 -0.09 -0.08
H 3.84594 -1.31175 1.23065 -0.05 -0.06 -0.01
H 1.39948 -1.77480 -0.59393 0.22 0.15 -0.12
H 0.51473 -0.56535 -1.55617 0.17 -0.11 -0.19
H -0.28090 -2.81670 -1.43927 0.19 0.09 -0.06
H -2.30199 -2.26872 -2.08845 -0.02 -0.07 0.00
H -2.70835 -1.45448 -0.60420 -0.03 0.23 -0.01
H -1.75954 -0.60625 -1.87139 -0.08 0.12 0.09
H -0.58640 -3.70971 0.38151 0.09 -0.01 0.04
H -2.29662 0.03806 0.90295 -0.03 0.09 0.05
H -0.07979 2.78424 1.49574 0.01 0.06 0.00
H 0.49041 1.55091 2.57798 0.18 -0.20 -0.15
H 0.28625 3.08575 4.44749 0.02 0.02 -0.05
H 0.41825 2.76013 6.88694 0.06 0.04 -0.02
H -1.21016 1.28336 8.02854 0.12 0.07 0.06
H -2.99006 0.18152 6.73709 0.02 -0.04 0.09
H -3.13993 0.53347 4.29353 -0.05 -0.05 0.00
H -1.53152 3.24098 0.13005 0.31 -0.48 0.50
H -1.79031 2.97229 -2.63837 0.03 0.06 -0.08
H -0.82013 3.98804 -1.76013 -0.04 0.06 -0.11
H -3.54819 1.74843 0.13716 0.02 -0.32 -0.11
H -3.39561 1.71371 -1.68567 0.05 -0.41 0.17
H -3.78560 4.14313 -1.76503 0.14 0.02 0.13
H -5.45063 3.05050 0.68410 -0.50 -0.82 -0.65
H -5.80272 4.55585 -0.29351 -0.74 -0.54 -0.78
C -0.43847 -6.16121 -3.78057 0.02 -0.21 -0.10
N -1.46417 -5.75689 -4.79967 0.05 -0.02 0.05
C -2.67849 -6.60463 -4.59324 0.00 0.05 -0.06
C -0.92416 -6.00299 -6.16740 0.00 0.02 0.02
C -1.89082 -4.31530 -4.63362 -0.04 0.05 0.06
C -0.83432 -3.26570 -4.87441 0.35 0.09 0.09
O 0.21646 -3.42944 -3.94313 -0.01 0.00 -0.17
H -0.37892 -7.24758 -3.78593 -0.03 0.00 0.01
H 0.52103 -5.73864 -4.04831 -0.02 0.14 0.09
H -0.75607 -5.80572 -2.80538 0.03 0.03 0.01
H -2.40066 -7.64672 -4.72323 -0.01 -0.01 0.01
H -3.43205 -6.32511 -5.32505 -0.02 -0.01 0.01
H -3.05166 -6.43820 -3.58618 -0.02 -0.01 0.01
H -0.00391 -5.44158 -6.29348 0.00 0.01 -0.01
H -1.66426 -5.68987 -6.90004 0.00 -0.02 -0.02
H -0.72077 -7.06576 -6.26982 0.00 -0.01 -0.01
H -2.27468 -4.23480 -3.61664 0.00 0.02 0.01
H -2.70875 -4.15915 -5.33654 -0.04 -0.01 0.03
H -1.31824 -2.29405 -4.73537 -0.13 -0.04 -0.08
H -0.45448 -3.30277 -5.90067 -0.10 0.01 -0.04
H 0.84474 -2.70271 -4.05745 0.03 0.03 0.17


# 3
16
Properties=species:S:1:pos:R:3:forces:R:3 method="wB97M-V/def2-TZVPD" energy_ha=-325.8280 smiles=C[C@H]1N[C@H]1[C@H]1CO1 lumo_energy_ev=1.13 multiplicity=1 homo_ev=-9.34 e_above_lowest_ev=2.980
C -1.98108 -0.43759 -0.04051 0.21 0.22 -0.01
C -1.15002 0.59793 0.68492 0.00 -0.12 0.59
N 0.01089 0.32057 1.57395 -0.48 -0.48 0.03
C 0.22977 0.92573 0.27713 0.11 0.29 -0.27
C 0.93031 0.14800 -0.79569 -0.09 0.22 -0.08
C 2.22842 -0.47629 -0.53968 0.28 0.07 0.01
O 1.03924 -1.25759 -0.61509 -0.08 -0.13 0.02
H -2.44845 0.17888 -0.81550 -0.40 -0.50 -0.09
H -2.74666 -0.89936 0.60535 0.28 0.28 -0.28
H -1.40009 -1.22515 -0.53355 -0.04 0.19 0.22
H -1.77353 1.39933 1.08534 0.26 -0.01 -0.14
H 0.22727 -0.67324 1.50480 0.05 0.03 -0.01
H 0.53991 1.96522 0.32365 0.07 0.02 -0.07
H 0.69505 0.45172 -1.81628 0.06 -0.06 0.08
H 2.93567 -0.62230 -1.35529 -0.14 0.00 0.12
H 2.66330 -0.39586 0.45646 -0.09 -0.01 -0.14


# 4
16
Properties=species:S:1:pos:R:3:forces:R:3 method="wB97M-V/def2-TZVPD" energy_ha=-458.1968 smiles="CC(=O)O.CC(=O)O" lumo_energy_ev=0.54 multiplicity=1 homo_ev=-10.23 e_above_lowest_ev=0.989
C -2.57319 2.52473 -0.10607 -0.52 0.10 0.61
C -1.89656 1.31400 -0.69223 1.15 0.52 -0.49
O -0.71638 1.06021 -0.49673 -1.97 -0.09 -0.45
O -2.68880 0.67423 -1.61139 1.74 -0.22 -0.17
H -2.07637 3.41500 -0.52701 -0.14 -0.39 0.20
H -2.43012 2.52613 0.98761 0.04 0.09 -0.48
H -3.65330 2.59062 -0.31967 0.55 -0.19 -0.01
H -2.04828 0.17253 -2.18588 -0.88 0.26 0.80
C 2.22009 -2.70539 0.36846 -0.42 0.11 -0.57
C 2.54003 -1.30279 0.88570 0.58 -1.51 1.25
O 3.43367 -1.19722 1.72736 -1.96 1.27 -1.77
O 1.66487 -0.37666 0.37869 1.50 0.41 1.56
H 2.14980 -3.40940 1.21465 0.19 0.46 -0.31
H 3.02754 -3.04218 -0.30325 -0.28 0.14 0.33
H 1.26776 -2.72745 -0.18758 0.45 0.04 0.19
H 1.77928 0.48367 0.86730 -0.03 -0.99 -0.69